Record 1
30
Properties=species:S:1:pos:R:3:forces:R:3 method="wB97M-V/def2-TZVPD" total_energy_ha=-542.9770 homo_energy_ha=-0.3156 smiles=Cc1ccccc1.Cc1ccccc1 gap_ev=9.529 relative_energy_kj_mol=251.6 multiplicity=1 charge=0
C 1.121445 1.401625 1.925308 1.02 1.74 1.32
C -0.370119 -2.089775 -0.576659 0.24 2.50 -2.74
C 0.628446 0.948486 0.727053 -0.96 -1.20 -0.98
C 1.566739 2.762675 1.983106 0.21 -2.04 1.96
C -2.744919 -1.969252 0.972471 1.87 -0.87 -0.96
C 0.248948 1.340456 -1.865353 -2.77 0.41 -0.29
C -2.732065 -1.436109 -0.379781 1.60 0.16 2.08
C -1.516641 -1.356704 -1.081036 -0.11 -2.03 0.40
C 0.934580 -2.077920 -1.371667 0.78 -0.27 -1.47
C 0.777207 1.655787 -0.495247 0.98 2.46 1.04
C -1.579355 -2.603177 1.435493 0.37 0.85 2.26
C 1.639836 3.527588 0.813591 0.38 0.29 3.18
C 1.378951 2.987446 -0.387212 -1.06 -2.71 -1.16
C -0.393142 -2.551670 0.668141 0.02 -3.63 3.17
H -3.546550 -1.968137 1.688462 -0.70 0.31 -0.44
H 1.142187 0.693522 2.831559 -0.21 1.46 -1.44
H 1.883201 4.553064 1.027198 0.41 0.39 -0.73
H 0.976451 -1.090466 -1.964547 0.32 -2.02 0.98
H 0.438404 -3.210167 1.105399 -0.81 1.47 -0.87
H 0.988274 -2.940967 -2.161861 -0.24 1.51 1.41
H -1.428443 -2.973669 2.586784 -0.85 0.80 -3.10
H 1.639179 3.538557 -1.272323 -0.37 0.14 -0.39
H 0.572291 2.123302 -2.655326 -0.83 -1.21 1.47
H 0.051622 0.014197 0.910327 0.54 0.51 -1.25
H -0.983956 1.250510 -1.742162 3.17 0.57 -0.73
H 1.915239 3.107002 3.023083 -0.61 -0.05 -1.93
H 1.880962 -2.182298 -0.731600 -1.54 0.27 -0.78
H 0.544964 0.368121 -2.229881 0.04 0.15 -0.14
H -3.593325 -0.901317 -0.694745 -0.63 0.24 -0.53
H -1.440412 -0.920707 -2.088576 -0.26 -0.19 0.64

=====

Record 2
28
Properties=species:S:1:pos:R:3:forces:R:3 method="wB97M-V/def2-TZVPD" total_energy_ha=-724.9680 homo_energy_ha=-0.7324 gap_ev=3.567 relative_energy_kj_mol=1381.2 multiplicity=1 charge=+3
Y 0.098320 0.042049 -0.030112 0.23 -0.02 0.18
O 2.564550 -1.580441 -3.044692 -0.63 0.44 0.66
O -4.183050 0.967929 -0.188942 0.89 -0.22 0.08
O 3.916980 1.769699 0.791958 -0.91 -0.36 -0.08
O -0.099110 2.825009 -3.314282 0.22 -0.69 0.77
O -2.168700 -3.101661 2.118208 0.36 0.71 -0.47
O -0.748330 4.242839 0.985098 0.18 -0.83 -0.26
O 0.454740 0.855239 4.006388 -0.15 -0.10 -1.06
O -2.195570 -2.835931 -2.566842 0.40 0.54 0.60
O 2.681320 -3.097041 1.339248 -0.48 0.75 -0.38
H -4.883290 0.316129 -0.221252 -0.29 -0.27 0.02
H 3.493780 -1.809591 -3.060742 0.46 -0.04 0.08
H -0.640910 2.811679 -4.103272 -0.26 -0.10 -0.43
H 2.197140 -2.013921 -3.814972 -0.18 -0.17 -0.35
H -0.344020 4.818559 1.634188 0.20 0.21 0.28
H -0.068170 3.747289 -3.059952 0.08 0.46 0.08
H -3.141410 -2.723661 -2.661802 -0.38 0.03 -0.08
H 2.947510 -3.476351 2.176798 0.04 -0.10 0.44
H -2.905310 -3.453791 1.618558 -0.29 -0.20 -0.16
H 3.013700 -3.708751 0.682308 0.14 -0.28 -0.26
H -4.620550 1.799429 -0.371822 -0.15 0.38 -0.07
H -2.127320 -3.648771 2.902538 0.13 -0.20 0.38
H 4.417850 2.497769 0.424138 0.16 0.35 -0.26
H -1.960640 -3.473281 -3.241242 0.17 -0.28 -0.28
H -1.426770 4.780639 0.576788 -0.29 0.21 -0.14
H 0.666500 1.760439 4.234438 0.09 0.39 0.12
H 4.539500 1.310899 1.356048 0.27 -0.22 0.25
H 0.521250 0.377599 4.833228 0.01 -0.38 0.32

=====

Record 3
20
Properties=species:S:1:pos:R:3:forces:R:3 method="wB97M-V/def2-TZVPD" total_energy_ha=-800.4327 homo_energy_ha=-0.3663 smiles="C=C(C)N(C)S(C)(=O)=O" gap_ev=10.691 relative_energy_kj_mol=328.1 multiplicity=1 charge=0
S -1.004121 -1.143404 0.368987 -1.97 -0.76 -0.03
O -2.109199 -0.591109 -0.429768 1.77 -1.11 0.55
O -1.292346 -1.411821 1.764431 0.60 0.36 -0.62
N 0.274877 -0.176139 0.150409 0.85 2.58 -1.82
C 1.215173 -0.190072 1.284242 -0.45 5.46 -1.42
C 0.171035 1.239739 -0.618533 -1.57 -2.34 3.76
C 0.856599 1.527653 -1.658522 0.21 0.96 -3.78
C -0.660137 2.193523 0.144486 -0.46 -0.07 2.08
C -0.388847 -2.732649 -0.394269 1.23 2.20 -0.45
H 1.322566 -1.141170 1.545846 0.65 -3.85 1.68
H -1.182961 -3.440347 -0.354072 -0.55 -0.49 -0.10
H 0.618742 -3.171786 -0.078600 -1.56 1.02 0.09
H 0.682572 2.493077 -2.223886 0.33 -0.97 1.23
H -1.663825 1.648364 0.399499 1.75 1.51 -0.35
H 0.756068 0.477138 2.063463 0.84 -0.96 -0.16
H 1.270842 0.783365 -2.298249 0.86 -0.58 0.05
H -0.044381 2.421436 1.093335 -1.33 -0.40 -0.94
H -0.756916 3.189269 -0.337905 -0.28 -0.88 0.02
H -0.256904 -2.226804 -1.370139 -0.05 -1.20 -0.10
H 2.191163 0.251736 0.949242 -0.90 -0.50 0.29

=====

Record 4
19
Properties=species:S:1:pos:R:3:forces:R:3 method="wB97M-V/def2-TZVPD" total_energy_ha=-535.2501 homo_energy_ha=-0.3456 smiles="O=C(O)[C@H](O)c1ccccc1" gap_ev=9.959 relative_energy_kj_mol=371.6 multiplicity=1 charge=0
O -1.900273 1.332469 0.488018 3.52 -6.39 2.92
O 0.885558 2.240713 -0.133178 -0.79 -0.86 0.21
O 0.065903 2.179616 -2.225682 -0.97 -1.52 3.80
C 1.090999 -2.316186 -0.291344 -1.20 -1.17 9.46
C -0.042386 1.778939 -1.045768 2.11 1.44 -2.04
C -1.055416 0.753023 -0.496118 4.35 0.98 4.82
C 0.474191 -1.378802 -0.827594 -4.87 9.32 -1.82
C 0.296367 -1.823014 1.920798 2.40 -1.35 1.13
C -0.391210 -0.735482 1.432754 -2.49 0.69 -0.39
C 1.132294 -2.630224 1.142721 -3.28 3.83 -2.49
C -0.281346 -0.484563 0.087057 -0.92 0.78 -1.34
H 1.810832 -3.375203 1.317173 1.22 -1.76 1.55
H -1.545355 0.455579 -1.260293 -3.73 -2.05 -5.30
H 0.876359 1.734852 0.726572 -0.39 0.55 -1.25
H 0.603827 -0.940667 -1.854629 -0.20 -1.15 0.84
H 0.298425 -1.776772 2.993436 0.13 -1.09 0.55
H 1.644791 -2.872904 -0.745981 6.25 -6.26 -5.73
H -1.211245 -0.259305 2.143001 2.20 -0.50 -1.81
H -2.228113 2.029897 0.112424 -3.34 6.52 -3.11

=====

Record 5
95
Properties=species:S:1:pos:R:3:forces:R:3 method="wB97M-V/def2-TZVPD" total_energy_ha=-3583.3292 homo_energy_ha="-0.5652 / -0.5653" gap_ev="6.423 / 6.033" relative_energy_kj_mol=0.0 s2=2.01 multiplicity=3 charge=+3
W -1.578637 -0.489084 0.352868 0.28 0.39 0.17
S -4.620936 -2.309469 -0.101480 0.11 0.02 0.07
S -2.893394 -0.705424 4.244033 0.01 0.03 -0.07
S -0.978915 -1.343470 -2.766328 -0.01 0.03 0.07
S -5.639942 1.896349 1.509814 0.05 -0.04 0.04
O -1.587898 -1.488592 -1.275842 0.03 -0.51 -0.33
O -3.146918 0.520101 0.464547 -0.32 0.18 -0.08
N 0.280657 -0.406165 1.373636 0.19 -0.02 0.04
N -0.518981 1.095705 -0.610553 -0.04 -0.20 0.16
C 1.498236 2.342399 -0.772616 -0.02 -0.04 0.05
C -2.473294 -5.009309 -4.866637 0.02 -0.02 0.02
C 4.245228 -0.838750 4.584044 -0.01 0.00 0.00
C 0.998897 3.089587 -1.847095 0.01 0.02 -0.02
C 0.751975 -1.447436 -2.440548 0.07 -0.03 -0.08
C 1.166174 0.554188 0.979927 0.02 -0.07 0.04
C -1.013084 1.790055 -1.647463 -0.07 0.14 0.12
C 2.143274 5.237092 -1.405250 0.03 0.01 0.01
C -2.685236 -3.766587 0.748525 -0.01 0.01 -0.06
C -1.715198 0.346981 4.899495 0.00 0.02 -0.01
C 2.721332 -0.073770 2.723955 0.00 -0.05 0.04
C 5.176534 -0.048162 2.404186 0.02 0.02 0.00
C 2.639743 -2.215774 -1.198341 0.03 0.01 -0.01
C 4.072818 1.579962 3.976926 0.01 0.02 -0.01
C -1.491336 -2.821154 -3.533312 0.01 0.01 -0.04
C -7.445930 0.280179 2.322465 -0.05 0.03 0.03
C -5.214300 0.243437 1.721878 -0.04 0.05 0.10
C 0.615028 -1.180698 2.424882 -0.10 -0.04 -0.03
C -3.640318 -1.661728 1.152305 0.01 -0.07 -0.04
C 1.847377 4.177215 -2.480433 -0.01 0.00 -0.01
C -1.410882 -5.161948 -3.974891 -0.04 -0.02 -0.04
C 2.942523 -0.743180 -3.089009 -0.02 -0.01 -0.02
C -1.329174 1.312290 4.021909 0.04 0.02 0.06
C 3.472388 -1.492933 -2.049497 0.01 -0.02 0.03
C 3.162823 3.552241 -2.972918 0.02 -0.01 0.01
C -7.241911 1.589065 2.009536 -0.01 -0.03 -0.04
C -3.041638 -3.764542 -5.095048 0.00 0.01 0.02
C 1.138104 4.842328 -3.659520 -0.02 -0.01 0.00
C -6.274285 -0.500046 2.163496 0.06 0.01 0.00
C -2.863982 0.124243 2.733966 -0.05 -0.04 0.09
C -2.628468 -2.560514 1.504262 -0.09 0.14 0.08
C -0.294494 2.786458 -2.271341 -0.02 -0.05 -0.06
C -3.800473 -0.197757 1.580492 -0.05 -0.04 -0.17
C -2.549293 -2.654296 -4.428023 -0.02 0.02 0.01
C 0.732639 1.369132 -0.171177 0.04 0.12 -0.10
C 4.045420 0.142142 3.429421 -0.01 -0.01 0.01
C -0.907377 -4.067498 -3.302126 0.07 0.04 0.06
C -2.003762 1.205949 2.778503 0.01 -0.05 -0.08
C 2.359842 0.731794 1.636294 -0.01 0.02 -0.03
C 1.568629 -0.707760 -3.287914 -0.02 0.01 0.00
C -3.703584 -3.751611 -0.151596 -0.05 0.00 0.03
C 1.269440 -2.204516 -1.391802 -0.08 0.02 0.02
C 1.802908 -1.054142 3.102636 0.03 0.03 0.00
H 6.134454 0.117140 2.896539 0.00 -0.01 0.00
H 1.790734 5.601456 -4.087651 0.01 0.00 0.01
H 2.753638 6.028045 -1.840356 0.00 0.00 -0.01
H -0.108754 -1.925216 2.725381 0.01 0.01 0.01
H -0.064734 -4.176999 -2.633427 0.01 0.00 0.00
H -8.394944 -0.114480 2.651937 0.00 0.00 0.00
H 3.031587 1.513279 1.314205 0.00 0.00 -0.02
H 4.004762 2.328202 3.185683 -0.01 0.00 0.00
H -0.970299 -6.137983 -3.825108 0.01 0.01 0.01
H 5.179172 -1.061882 1.999853 0.00 0.00 0.00
H 2.697501 4.822896 -0.561097 0.00 0.01 0.00
H 1.224614 5.689779 -1.029719 0.00 0.00 0.00
H 3.481036 -0.724247 5.355354 0.00 0.00 0.00
H 3.064903 -2.806660 -0.397617 0.00 -0.01 0.00
H 0.905697 4.129723 -4.453982 0.01 0.00 0.00
H 2.494475 2.542152 -0.407245 0.00 0.00 0.00
H 4.255443 -1.876144 4.243815 0.00 0.00 0.00
H 3.596205 -0.191838 -3.750872 0.00 0.01 0.00
H -2.036178 -2.445788 2.400818 -0.02 -0.04 0.01
H 5.110449 0.660055 1.576351 -0.01 0.00 0.00
H 0.617976 -2.776160 -0.740597 0.00 -0.02 -0.03
H 3.764575 4.320451 -3.457334 0.00 0.00 0.00
H -1.387690 0.207402 5.918725 0.00 0.00 0.00
H 0.218656 5.344837 -3.353902 0.00 0.00 0.00
H -2.974232 -1.673682 -4.604311 0.00 0.00 -0.01
H 2.977392 2.762924 -3.704389 0.00 0.00 -0.01
H -6.227895 -1.556960 2.389269 0.02 -0.01 -0.01
H 5.015955 1.743728 4.497343 0.00 0.00 0.00
H 1.998727 -1.716881 3.932135 0.00 0.00 0.00
H -0.628543 2.096902 4.267126 0.00 0.00 0.00
H 4.544247 -1.526141 -1.905349 0.00 0.00 0.01
H -1.934300 1.946431 1.992827 -0.02 0.01 0.01
H -2.848768 -5.874279 -5.397271 0.00 0.00 0.00
H -2.025879 1.553613 -1.952758 0.00 -0.01 0.03
H -3.992723 -4.541254 -0.829012 0.00 0.00 0.00
H 1.143691 -0.121768 -4.094523 0.00 0.00 0.00
H 3.760320 3.140387 -2.157708 -0.01 -0.01 0.01
H 5.207649 -0.644953 5.054989 0.01 0.00 0.00
H -2.027495 -4.608941 0.904292 0.00 0.00 0.00
H -0.755952 3.321960 -3.087678 0.00 0.00 0.00
H -3.855943 -3.654371 -5.797351 0.00 0.00 -0.01
H 3.263541 1.750283 4.688725 0.00 0.00 0.00
H -7.961426 2.392403 2.020646 0.00 0.00 -0.01

=====

> Look up the charge of the third one.

0

=====

> Look up the charge of the second one.

+3